Record 1
The following is a DFT calculation (ωB97M-V/def2-TZVPD) of a cluster of 7 separate species, C19H52O7 in total in a non-equilibrium geometry.

```
78
Properties=species:S:1:pos:R:3:forces:R:3
C -1.3337 4.2720 -2.6653 3.088 -2.629 2.189
C -0.6417 3.4900 -1.4943 -9.378 -1.706 0.061
C -1.5217 3.7670 -0.1633 3.599 -1.321 1.975
O -0.7367 2.0690 -1.7793 -2.871 3.236 -2.664
H -2.3407 4.2780 -2.5773 -3.326 -1.250 -0.493
H -0.8187 4.0480 -3.5373 -0.003 -1.234 -2.157
H -1.1817 5.2630 -2.6463 1.267 3.972 1.011
H 0.2303 3.7660 -1.3183 8.130 2.228 1.087
H -1.2427 2.8780 0.6057 -0.217 2.441 -1.347
H -2.4227 3.4250 -0.4733 -3.344 -0.470 -0.739
H -1.5827 4.7890 0.3777 0.410 -1.673 -1.262
H -0.2267 1.4650 -1.3343 2.671 -1.392 2.094
C -4.1557 -0.9050 -3.0783 0.284 -0.937 0.474
C -2.8637 -0.2100 -3.6263 -3.319 -0.511 0.384
C -2.8577 -0.2740 -5.1593 -2.025 3.196 0.410
O -2.9657 1.1550 -3.3313 -3.511 -0.591 -0.742
H -5.0287 -0.7280 -3.7113 -0.095 0.735 0.420
H -4.2967 -0.7080 -1.9743 -0.113 0.200 -1.324
H -4.0967 -2.0110 -3.1463 0.494 0.354 0.018
H -2.1067 -0.6780 -2.9593 0.476 0.201 -1.412
H -1.9697 0.2170 -5.4503 1.077 0.194 -0.932
H -3.7867 0.3350 -5.7523 2.357 -1.405 2.337
H -2.9737 -1.2270 -5.4673 0.192 -3.280 -1.401
H -2.1467 1.3710 -3.0443 4.075 1.936 1.807
C 4.8433 -1.6750 -0.1493 2.778 4.002 0.398
C 4.9303 -0.4170 -1.0963 0.985 -0.287 1.626
C 4.5493 -0.7070 -2.5033 1.257 1.363 -1.768
O 4.1783 0.7010 -0.6003 -1.506 -1.558 -1.427
H 5.4483 -2.4670 -0.4103 0.951 -1.916 -1.573
H 3.8933 -1.9410 0.0317 -3.419 -1.135 0.797
H 5.4023 -1.3990 0.7707 -0.935 0.233 0.002
H 5.9943 -0.1830 -1.0313 0.063 0.417 -0.425
H 5.3013 -1.4730 -2.7753 -0.826 0.197 -0.576
H 4.5823 0.1860 -3.2463 0.620 -1.220 1.490
H 3.5433 -1.0050 -2.6523 -1.006 -1.008 0.260
H 4.5923 1.2950 -0.0123 1.052 0.588 1.017
C -4.2917 0.9190 3.3607 -1.739 -1.620 -2.770
C -4.3727 1.8250 2.1357 -3.814 -2.218 -0.412
C -4.5917 1.0650 0.7747 -1.914 0.976 1.127
O -5.3947 2.7960 2.3427 0.886 0.198 1.623
H -5.4007 0.5260 3.4767 2.507 0.253 0.123
H -3.9527 1.4150 4.2107 0.271 0.987 1.501
H -3.5097 0.1730 3.0737 -0.938 -0.088 0.607
H -3.5717 2.3630 1.9887 4.816 2.681 -0.314
H -3.7887 0.3220 0.6957 0.026 0.584 -0.885
H -4.8517 1.8560 -0.0843 1.166 -2.107 1.628
H -5.5087 0.4550 0.9877 0.443 0.375 -0.634
H -5.9877 2.7200 1.6407 -1.634 -0.022 -1.645
C -0.1417 0.2370 1.3087 -0.303 3.399 -7.823
C 0.8713 -0.2980 0.1417 -3.670 -3.187 3.482
C -0.0357 -1.2120 -0.9193 2.126 -2.923 6.212
O 1.3753 0.6800 -0.6023 5.809 0.355 -1.928
H -1.0187 0.8320 0.7257 1.876 -1.329 1.867
H 0.2293 0.6960 2.1307 1.890 2.744 1.811
H -0.4537 -0.5420 1.7827 -2.827 -5.470 2.103
H 1.6003 -0.9010 0.8777 -0.853 0.786 -2.274
H -0.6657 -2.0640 -0.3443 1.918 1.510 -1.493
H 0.6363 -1.5080 -1.6693 0.832 -1.187 -0.905
H -0.7427 -0.6840 -1.3613 -3.110 3.160 -1.725
H 2.4023 0.3250 -0.8893 -3.731 2.214 1.103
C 2.5003 -0.1990 4.2217 -1.019 -5.233 1.814
C 3.2133 -1.3630 3.5277 -1.940 -0.154 0.085
C 4.4063 -1.8100 4.3307 -1.933 -0.308 0.767
O 2.3093 -2.4820 3.4387 -0.416 -0.310 0.163
H 2.3533 -0.3680 5.3207 -0.153 -0.154 -1.037
H 1.6873 0.2690 3.7897 -3.352 -0.978 -1.255
H 2.8553 0.6830 4.1587 5.075 6.011 0.024
H 3.3683 -1.2120 2.4327 0.566 0.464 0.950
H 4.0853 -2.0810 5.3897 0.547 0.771 -1.173
H 5.1313 -1.0660 4.2407 1.551 1.059 0.507
H 4.7073 -2.7050 3.8817 0.963 -1.389 -0.607
H 2.0903 -2.8040 4.3277 0.109 0.255 -0.273
C 1.3983 -4.2710 0.4857 -2.718 1.250 2.849
O 1.8703 -5.4000 -0.2613 0.931 2.616 -1.394
H 0.1343 -4.0260 0.5517 3.441 -1.094 -0.828
H 1.8333 -3.1310 0.3767 -0.462 -3.455 -0.688
H 1.6163 -4.5710 1.5417 -0.181 0.883 -0.540
H 1.4173 -6.2210 -0.1583 -0.974 -0.273 0.642
```
Positions in Å, forces in eV/Å.

As for the energy relative to the best compared isomer or geometry (same formula, charge and spin): 256.5 kcal per mole. The SMILES is CC(C)O.CC(C)O.CC(C)O.CC(C)O.CC(C)O.CC(C)O.CO.

Record 2
The following is a DFT calculation (ωB97M-V/def2-TZVPD) of a cluster of 7 separate species, C19H53N3O8PS6 in total in a non-equilibrium geometry.

```
90
Properties=species:S:1:pos:R:3:forces:R:3
C 6.2291 2.1972 0.6051 -0.283 0.718 -0.711
C 5.2964 2.7042 -0.5114 0.659 -0.170 1.197
O 5.4304 1.8028 -1.6544 -0.872 0.435 -0.093
N 4.1923 1.6626 -2.2228 0.309 0.320 -0.408
C 3.4347 0.6394 -1.9627 0.687 -0.923 -0.047
N 3.8467 -0.2728 -1.0197 -0.423 -0.135 0.366
C 3.0171 -0.0290 0.2126 0.207 0.173 0.319
C 1.6398 0.5748 -0.1015 0.563 -0.542 -0.112
C 1.1815 0.2961 -1.5401 -0.597 -0.080 1.309
P -0.3621 1.2918 -1.9721 -0.631 0.032 -2.481
C -0.2110 2.9784 -1.2660 -0.021 -0.723 1.073
O -1.5521 0.5112 -1.1002 1.195 0.017 0.457
N 2.2469 0.4996 -2.5696 -0.120 1.720 0.500
H 6.8337 3.0405 0.9190 0.345 -0.117 0.145
H 5.6768 1.8566 1.4732 -0.032 -0.327 -0.022
H 6.8505 1.4192 0.1747 0.212 -0.150 0.277
H 5.5615 3.7221 -0.7858 0.003 -0.029 -0.446
H 4.2759 2.7087 -0.1394 -0.243 -0.118 -0.327
H 3.8712 2.3683 -2.8806 0.396 0.177 0.102
H 3.6610 -1.2094 -1.3667 -0.099 0.047 0.003
H 3.5555 0.6675 0.8481 0.213 -0.061 0.098
H 2.9282 -0.9479 0.7796 0.132 -0.065 -0.195
H 1.6688 1.6304 0.1583 -0.178 0.172 -0.288
H 0.9165 0.0985 0.5555 -0.115 0.136 0.184
H 0.9007 -0.7565 -1.5752 -0.215 -0.057 -0.252
H 0.0169 3.0073 -0.2005 0.149 0.159 0.062
H 0.4979 3.5678 -1.8433 0.128 -0.096 -0.092
H -1.1844 3.4499 -1.3826 -0.137 -0.061 -0.206
H -1.2008 -0.3590 -0.8516 -0.515 0.125 0.111
H 2.0798 1.3666 -3.0854 -0.605 -0.519 -0.651
C -6.8083 -0.6229 -1.0473 -0.178 0.011 -0.019
S -5.0901 -1.0888 -0.8196 -0.006 0.112 -0.041
O -5.0534 -2.1898 0.1834 0.070 0.079 0.060
C -4.6023 0.4221 0.0280 -0.021 0.010 0.109
H -7.3270 -1.4460 -1.5355 0.099 -0.051 -0.011
H -7.2740 -0.4216 -0.0821 0.087 -0.012 0.004
H -6.8590 0.2622 -1.6820 0.037 0.002 0.002
H -5.2065 0.5601 0.9229 -0.094 0.023 -0.070
H -4.7274 1.2727 -0.6417 -0.004 -0.012 -0.012
H -3.5548 0.3323 0.3033 0.005 -0.042 -0.063
C -1.4352 0.0149 -7.5793 0.051 -0.095 -0.040
S -2.0065 1.1343 -6.2944 -0.097 0.041 -0.034
O -0.8032 1.6237 -5.5677 0.121 -0.073 -0.020
C -2.7674 -0.1291 -5.2647 -0.006 -0.086 0.055
H -0.8881 0.5986 -8.3166 -0.025 0.058 0.034
H -0.7772 -0.7389 -7.1464 -0.007 0.030 0.053
H -2.2935 -0.4588 -8.0556 -0.016 0.031 0.007
H -2.0219 -0.8728 -4.9819 0.040 0.033 -0.029
H -3.5846 -0.5992 -5.8118 -0.003 0.028 -0.013
H -3.1591 0.3535 -4.3712 0.023 0.052 -0.024
C -6.5445 -0.1099 3.4906 -0.272 0.218 -0.342
S -7.7336 0.7203 2.4282 -0.016 -0.130 0.121
O -7.2296 2.1048 2.1908 0.071 -0.062 0.006
C -9.0338 0.8208 3.6639 -0.113 0.072 0.043
H -5.6228 -0.2466 2.9304 -0.029 -0.053 -0.034
H -6.3539 0.4988 4.3664 -0.095 0.092 -0.008
H -6.9341 -1.0820 3.7831 0.010 -0.009 0.000
H -8.6704 1.3669 4.5342 0.066 0.004 -0.035
H -9.3418 -0.1855 3.9474 0.028 -0.011 -0.033
H -9.8779 1.3495 3.2256 0.032 0.003 -0.046
C -3.3594 -1.9720 7.2320 0.069 -0.116 0.013
S -3.8548 -0.6226 6.1526 -0.001 0.033 0.110
O -5.1693 -0.9902 5.5610 0.387 -0.225 0.337
C -2.6090 -0.9211 4.8886 0.099 -0.098 -0.086
H -4.0434 -1.9952 8.0775 -0.031 0.060 -0.029
H -3.4144 -2.9166 6.6904 -0.043 0.033 -0.044
H -2.3447 -1.7968 7.5905 -0.014 0.042 0.005
H -2.7161 -1.9346 4.4992 -0.081 0.002 0.031
H -1.6164 -0.7783 5.3174 -0.018 0.037 0.021
H -2.7643 -0.2025 4.0857 -0.052 0.029 0.043
C 2.4969 -3.8239 3.4695 0.071 -0.038 0.058
S 1.6865 -2.7728 2.2623 -0.139 -0.263 0.163
O 1.9452 -1.3573 2.6618 -0.086 0.026 0.040
C 0.0043 -3.1614 2.7571 -0.072 -0.002 -0.003
H 3.5724 -3.7008 3.3594 -0.015 0.036 -0.046
H 2.1950 -3.5286 4.4739 -0.037 0.061 -0.033
H 2.2290 -4.8634 3.2814 -0.008 0.014 -0.042
H -0.1349 -2.9087 3.8079 0.076 0.027 0.002
H -0.1865 -4.2215 2.5920 0.015 0.005 -0.030
H -0.6769 -2.5720 2.1457 0.032 0.003 -0.021
C 8.7488 1.6372 -3.3156 -0.058 0.058 -0.130
S 9.4088 0.2743 -2.3416 -0.064 -0.013 0.064
O 10.8768 0.4554 -2.2728 -0.021 0.014 -0.034
C 9.0841 -1.0041 -3.5652 -0.036 -0.042 -0.114
H 8.8895 2.5558 -2.7488 0.045 -0.040 0.045
H 9.2833 1.7070 -4.2630 0.051 -0.031 0.031
H 7.6844 1.4763 -3.4906 0.002 -0.020 0.035
H 9.5966 -0.7617 -4.4960 0.036 0.040 0.034
H 8.0092 -1.0834 -3.7324 -0.001 0.009 0.028
H 9.4616 -1.9468 -3.1749 0.025 0.038 0.057
```
Positions in Å, forces in eV/Å.

As for the charge: +1.

Asked for Kohn-Sham gap across the records above, the calculation gives 0.3548; 0.2584 hartree in order.
Asked for E_HOMO across the records above, the calculation gives -9.3; -10.0 eV in order.